No. 1
Entry from the Open Molecules 2025 dataset: a single C4H13N3 molecule in a non-equilibrium geometry (the ωB97M-V functional and the def2-TZVPD basis).

Computed properties:
gap between HOMO and LUMO = 10.13 eV
LUMO energy = 1.13 eV
SMILES = NCC[C@H](N)CN
HOMO = -9.00 eV
energy above the lowest of the compared OMol25 structures with the same formula, charge and spin = 11.5 kcal/mol

Cartesian coordinates (Å):
N 1.2151 -1.4878 -0.9105
N 2.4960 0.6336 0.4247
N -2.2458 1.3018 0.6838
C 1.1311 0.2236 0.7724
C -2.0715 0.3422 -0.4013
C 0.4215 -0.3331 -0.4551
C -1.0370 -0.7207 -0.1034
H 1.5214 -1.3492 -1.8626
H -3.0232 1.9075 0.4553
H -1.8542 0.8126 -1.3688
H -1.2574 -1.6691 -0.5952
H -3.0319 -0.1606 -0.5470
H 0.4806 0.4383 -1.2044
H 0.6599 -2.3275 -0.8532
H -1.4356 1.9030 0.7844
H 2.9986 -0.2148 0.1920
H 1.1426 -0.5686 1.5362
H 2.9314 1.0088 1.2591
H -1.0560 -0.9388 0.9660
H 0.6246 1.0647 1.1848

No. 2
Entry from the Open Molecules 2025 dataset: 2 unconnected molecules or ions with the total composition C4H13N3 in a non-equilibrium geometry (the ωB97M-V functional and the def2-TZVPD basis).

Computed properties:
gap between HOMO and LUMO = 6.75 eV
total charge = +2
LUMO energy = -10.38 eV
HOMO = -17.13 eV
energy above the lowest of the compared OMol25 structures with the same formula, charge and spin = 168.8 kcal/mol

Cartesian coordinates (Å):
N 1.0421 0.9704 -1.2340
N 1.0598 -2.2235 1.0401
N -2.0181 2.8590 0.5906
C 0.7907 -1.1373 -0.0414
C -0.9237 0.0091 -0.0055
C 1.4262 0.0925 -0.2273
C -0.7778 -1.3493 -0.4103
H -0.9891 0.1894 1.0921
H -0.8158 -1.6534 -1.4696
H -1.2730 3.1242 -0.0732
H -2.9563 3.0854 0.1139
H 1.6172 1.7344 -1.5187
H 2.0427 0.6931 0.5255
H 0.2618 0.8430 -1.8665
H 0.9655 -1.8700 1.9843
H -1.5981 0.6671 -0.5456
H -1.8278 3.6878 1.1502
H 2.0059 -2.5078 0.7116
H 0.4464 -2.9956 0.9685
H -1.5581 -1.9300 0.2572

No. 3
Entry from the Open Molecules 2025 dataset: 2 unconnected molecules or ions with the total composition C4H13N3O in a non-equilibrium geometry (the ωB97M-V functional and the def2-TZVPD basis).

Computed properties:
gap between HOMO and LUMO = 8.79 eV
LUMO energy = 0.23 eV
HOMO = -8.56 eV
energy above the lowest of the compared OMol25 structures with the same formula, charge and spin = 88.0 kcal/mol

Cartesian coordinates (Å):
O 0.4784 0.6391 1.2131
N -0.3537 1.4179 -1.4497
N 2.4105 0.0837 -0.4894
N 3.3059 -0.7300 -0.3647
C -1.0354 0.3801 -0.6886
C -0.0958 -0.2902 0.3514
C -0.7334 -1.4327 1.1296
C -2.2581 0.9890 -0.0062
H 1.3980 0.8112 0.7476
H 3.7208 -1.2434 -1.1706
H 3.6520 -1.0682 0.5610
H 0.0206 -1.9503 1.7192
H -2.7961 1.6056 -0.7226
H -2.9261 0.2153 0.3642
H -1.4738 -1.0324 1.8164
H -1.9375 1.6108 0.8283
H -1.2128 -2.1390 0.4553
H 0.7724 -0.7029 -0.2601
H 0.5227 1.0545 -1.8169
H -1.3543 -0.3904 -1.4015
H -0.1043 2.1722 -0.8160

No. 4
Entry from the Open Molecules 2025 dataset: a single C4H13N3O molecule in a non-equilibrium geometry (the ωB97M-V functional and the def2-TZVPD basis).

Computed properties:
gap between HOMO and LUMO = 9.51 eV
LUMO energy = 0.97 eV
SMILES = CN[C@@H](N)[C@H](O)NC
HOMO = -8.54 eV
energy above the lowest of the compared OMol25 structures with the same formula, charge and spin = 41.6 kcal/mol

Cartesian coordinates (Å):
O -0.7884 -1.3175 -1.0190
N -1.7637 0.4303 0.3849
N 0.4811 1.0875 -1.1069
N 1.7580 -0.6201 0.0935
C -0.6188 -0.6394 0.1631
C 0.5415 0.3175 0.1281
C 3.0649 -0.0656 0.3501
C -3.0826 -0.1693 0.2819
H -3.2289 -1.0038 0.9849
H 3.5122 0.4299 -0.5224
H 3.7342 -0.8669 0.6738
H 1.2942 1.6888 -1.1742
H -3.8466 0.5868 0.4670
H -0.3681 1.6428 -1.1058
H 0.6485 0.8981 1.0560
H -0.6427 -0.6657 -1.7266
H 3.0074 0.6638 1.1609
H -0.5717 -1.3647 0.9857
H 1.7178 -1.2961 -0.6616
H -1.6382 0.8233 1.3144
H -3.2100 -0.5596 -0.7282